[1]
The following is a DFT calculation (ωB97M-V/def2-TZVPD) of the molecule C17H30FN3O6S.

Properties
max |F|: 0.021 hartree/bohr
E_tot: -1779.5683 Ha
structure (SMILES): C[C@@H](CC(=O)N1CC(F)(C(=O)N(CCS(=O)(=O)O)CC(N)=O)C1)CC(C)(C)C
relative energy (zero: lowest compared OMol25 entry of this formula, charge and spin): 13.91 kcal/mol
orbital gap: 9.60 eV

The geometry in ORCA input format:
```
! RIJCOSX wB97M-V def2-TZVPD def2/J DEFGRID3
* xyz 0 1
C -0.210 3.605 3.035
C -0.863 2.886 1.853
C -0.572 3.643 0.554
C -1.483 3.221 -0.582
O -2.552 3.780 -0.772
N -1.038 2.235 -1.396
C 0.298 1.782 -1.797
C -0.416 0.638 -2.559
F -0.119 0.541 -3.906
C -0.218 -0.723 -1.864
O -1.171 -1.310 -1.385
N 1.041 -1.212 -1.752
C 1.217 -2.467 -1.053
C 0.707 -3.663 -1.852
S 1.164 -5.214 -1.038
O 0.533 -6.315 -1.717
O 2.572 -5.190 -0.760
O 0.390 -5.017 0.364
C 2.145 -0.717 -2.554
C 3.416 -0.613 -1.717
N 4.496 -1.300 -2.135
O 3.446 0.105 -0.731
C -1.775 1.283 -2.239
C -0.425 1.410 1.779
C -1.413 0.367 2.321
C -1.775 0.647 3.781
C -0.752 -1.011 2.232
C -2.685 0.344 1.470
H 0.877 3.645 2.923
H -0.573 4.631 3.123
H -0.427 3.101 3.977
H -1.943 2.936 2.018
H -0.722 4.713 0.698
H 0.483 3.531 0.277
H 0.822 2.506 -2.423
H 0.923 1.454 -0.964
H 2.272 -2.620 -0.823
H 0.733 -2.424 -0.079
H -0.374 -3.655 -1.973
H 1.140 -3.704 -2.854
H -0.430 -5.529 0.297
H 2.305 -1.378 -3.412
H 1.963 0.280 -2.942
H 4.483 -1.889 -2.947
H 5.331 -1.210 -1.581
H -2.463 0.658 -1.676
H -2.274 1.759 -3.083
H -0.214 1.137 0.738
H 0.542 1.292 2.281
H -2.315 1.590 3.891
H -2.416 -0.140 4.184
H -0.882 0.699 4.408
H -0.499 -1.261 1.198
H 0.169 -1.053 2.820
H -1.416 -1.794 2.604
H -2.452 0.146 0.421
H -3.368 -0.440 1.806
H -3.232 1.288 1.515
*
```



[2]
The following is a DFT calculation (ωB97M-V/def2-TZVPD) of a structure of composition C27H58AsF6O22.

Properties
max |F|: 0.103 hartree/bohr
E_tot: -5553.8566 Ha
orbital gap (alpha / beta): 2.48 / 9.52 eV

The geometry in ORCA input format:
```
! RIJCOSX wB97M-V def2-TZVPD def2/J DEFGRID3
* xyz -2 2
As -0.118 -0.133 0.350
F -0.068 1.252 1.358
F 0.007 -1.365 1.631
F -0.336 -1.386 -0.828
F -0.227 1.060 -1.003
F 1.613 -0.098 0.214
F -1.901 -0.153 0.407
C 3.303 -2.574 2.738
O 3.256 -3.952 2.986
H 3.702 -2.521 1.725
H 2.319 -2.109 2.677
H 3.900 -2.194 3.567
H 4.159 -4.254 3.109
C -0.794 2.980 -3.908
O -0.663 3.183 -2.527
H -1.632 2.283 -3.910
H -1.259 3.778 -4.487
H 0.034 2.408 -4.325
H -0.647 2.323 -2.101
C -0.948 -0.470 -4.048
O -0.355 -1.584 -3.341
H -1.631 -0.856 -4.805
H -1.465 0.170 -3.334
H -0.223 0.064 -4.662
H -0.747 -1.729 -2.476
C -3.881 -1.295 2.882
O -4.519 -0.568 4.001
H -4.332 -2.273 2.713
H -4.081 -0.706 1.987
H -2.801 -1.213 3.010
H -3.865 -0.239 4.623
C -1.509 4.411 0.455
O -0.867 5.180 -0.551
H -1.305 4.843 1.434
H -2.583 4.391 0.272
H -1.110 3.397 0.495
H -0.635 4.571 -1.256
C -3.413 2.330 2.393
O -4.730 2.404 2.959
H -2.872 3.260 2.216
H -2.785 1.762 3.080
H -3.521 1.802 1.446
H -4.991 1.502 3.159
C 1.774 0.547 4.579
O 3.071 1.158 4.968
H 1.029 0.959 5.259
H 1.530 0.996 3.616
H 1.742 -0.541 4.513
H 3.731 0.981 4.294
C -1.928 -4.379 0.365
C -1.148 -4.977 1.607
C -1.899 -4.827 2.968
O -1.762 -6.104 3.511
C -1.189 -6.943 2.724
O -1.046 -8.148 3.017
O -0.882 -6.332 1.517
H -2.581 -5.088 -0.144
H -1.214 -3.906 -0.309
H -2.721 -3.685 0.645
H -0.149 -4.554 1.714
H -2.898 -4.410 2.841
H -1.285 -4.062 3.443
C 2.246 3.252 1.346
C 3.623 3.794 1.872
C 4.695 3.947 0.806
O 5.121 5.257 1.011
C 4.408 5.890 1.887
O 4.565 7.058 2.182
O 3.449 5.116 2.422
H 1.400 3.656 1.902
H 2.177 2.227 1.711
H 1.884 3.446 0.337
H 4.058 3.117 2.607
H 4.283 3.930 -0.203
H 5.569 3.328 1.008
C 3.114 2.498 -3.568
C 2.644 1.720 -2.303
C 2.626 0.180 -2.500
O 3.573 -0.286 -1.591
C 4.252 0.691 -1.076
O 5.269 0.542 -0.322
O 3.803 1.875 -1.523
H 3.318 3.564 -3.467
H 2.388 2.480 -4.381
H 3.928 2.059 -4.144
H 1.719 2.077 -1.850
H 2.894 -0.217 -3.479
H 1.615 -0.206 -2.366
C 1.062 -4.707 -2.462
C 2.055 -3.625 -2.108
C 2.382 -3.350 -0.646
O 3.783 -3.763 -0.582
C 4.341 -4.086 -1.706
O 5.465 -4.436 -2.033
O 3.305 -4.181 -2.590
H 1.041 -4.915 -3.531
H 0.071 -4.256 -2.514
H 1.229 -5.730 -2.124
H 1.921 -2.647 -2.570
H 1.857 -4.104 -0.059
H 2.239 -2.306 -0.370
C -6.134 1.967 -0.793
C -4.772 1.452 -1.374
C -4.846 0.028 -2.022
O -4.591 0.277 -3.390
C -4.459 1.559 -3.635
O -4.204 2.068 -4.684
O -4.595 2.231 -2.463
H -6.915 1.981 -1.553
H -5.956 2.966 -0.397
H -6.440 1.397 0.085
H -3.922 1.677 -0.730
H -5.928 -0.095 -1.967
H -4.260 -0.760 -1.550
*
```



[3]
The following is a DFT calculation (ωB97M-V/def2-TZVPD) of a cluster of 4 separate species, C30H60N2O7P in total.

Properties
max |F|: 0.016 hartree/bohr
E_tot: -2156.3628 Ha
relative energy (zero: lowest compared OMol25 entry of this formula, charge and spin): 0.00 kcal/mol
orbital gap: 8.58 eV

The geometry in ORCA input format:
```
! RIJCOSX wB97M-V def2-TZVPD def2/J DEFGRID3
* xyz 1 1
C -2.451 1.378 -2.477
C -1.171 0.999 -3.184
O -0.076 1.796 -2.692
C 1.154 1.503 -3.226
N 2.067 0.948 -2.148
C 2.235 1.975 -1.041
C 1.742 1.469 0.287
C 1.992 2.506 1.385
C 0.706 3.114 1.941
C -0.320 2.098 2.382
N 0.158 1.037 3.121
O -1.498 2.250 2.162
O 2.485 0.302 0.604
C 2.393 -0.788 -0.315
C 3.812 -1.369 -0.482
C 4.027 -2.604 0.357
C 4.548 -2.482 1.640
C 4.702 -3.611 2.441
C 4.342 -4.863 1.962
C 3.830 -5.015 0.671
C 3.447 -6.371 0.154
C 3.679 -3.872 -0.112
C 1.644 -0.381 -1.602
P 1.908 -1.563 -2.977
O 3.126 -1.114 -3.699
H -2.307 1.489 -1.405
H -2.879 2.278 -2.910
H -3.179 0.582 -2.626
H -0.964 -0.067 -3.053
H -1.268 1.165 -4.258
H 1.653 2.409 -3.566
H 1.113 0.798 -4.055
H 2.983 0.804 -2.595
H 1.711 2.883 -1.325
H 3.298 2.191 -0.956
H 0.674 1.238 0.237
H 2.654 3.294 1.027
H 2.544 2.007 2.181
H 0.961 3.719 2.812
H 0.234 3.780 1.224
H 1.077 0.691 2.888
H -0.526 0.294 3.180
H 1.761 -1.556 0.141
H 4.069 -1.553 -1.524
H 4.505 -0.609 -0.123
H 4.841 -1.513 2.021
H 5.102 -3.519 3.440
H 4.460 -5.738 2.587
H 2.586 -6.765 0.691
H 3.179 -6.321 -0.900
H 4.270 -7.075 0.252
H 3.301 -3.992 -1.121
H 0.585 -0.313 -1.363
H 1.937 -2.823 -2.370
H 0.740 -1.513 -3.749
C 5.752 0.960 -2.953
C 6.796 0.854 -1.854
O 6.981 -0.463 -1.379
C 7.418 -1.421 -2.333
C 8.753 -1.094 -2.976
H 4.812 0.525 -2.599
H 5.592 2.005 -3.225
H 6.030 0.421 -3.858
H 6.471 1.419 -0.979
H 7.742 1.300 -2.182
H 6.650 -1.577 -3.100
H 7.496 -2.350 -1.770
H 8.717 -0.175 -3.562
H 9.045 -1.901 -3.648
H 9.526 -0.980 -2.215
C -4.884 0.816 0.668
C -5.629 0.062 -0.415
O -5.289 -1.314 -0.496
C -5.549 -2.076 0.671
C -7.003 -2.073 1.108
H -3.808 0.720 0.529
H -5.150 1.872 0.643
H -5.122 0.445 1.665
H -5.371 0.476 -1.391
H -6.710 0.189 -0.301
H -4.905 -1.748 1.496
H -5.242 -3.091 0.414
H -7.343 -1.075 1.390
H -7.129 -2.722 1.975
H -7.645 -2.436 0.305
C -9.745 3.020 3.229
C -8.776 1.938 2.787
O -7.591 2.429 2.183
C -6.783 3.269 2.987
C -6.274 2.614 4.260
H -10.019 3.655 2.387
H -10.651 2.563 3.629
H -9.324 3.655 4.009
H -9.241 1.320 2.018
H -8.535 1.275 3.626
H -7.308 4.202 3.221
H -5.938 3.534 2.350
H -7.086 2.344 4.936
H -5.616 3.302 4.792
H -5.712 1.709 4.025
*
```



[4]
The following is a DFT calculation (ωB97M-V/def2-TZVPD) of a cluster of 7 separate species, C21H56O7 in total.

Properties
max |F|: 0.034 hartree/bohr
E_tot: -1360.3450 Ha
structure (SMILES): CC(C)O.CC(C)O.CC(C)O.CC(C)O.CC(C)O.CC(C)O.CC(C)O
relative energy (zero: lowest compared OMol25 entry of this formula, charge and spin): 33.98 kcal/mol
orbital gap: 10.25 eV

The geometry in ORCA input format:
```
! RIJCOSX wB97M-V def2-TZVPD def2/J DEFGRID3
* xyz 0 1
C -3.401 -0.724 -5.252
C -3.633 0.742 -4.954
C -4.211 0.927 -3.567
O -2.383 1.450 -4.995
H -2.605 -0.931 -5.976
H -4.309 -1.235 -5.573
H -3.010 -1.273 -4.387
H -4.318 1.189 -5.683
H -4.923 0.135 -3.318
H -4.680 1.905 -3.481
H -3.492 0.779 -2.756
H -1.999 1.388 -5.876
C -0.747 3.822 -2.730
C -1.821 4.734 -3.302
C -1.353 5.457 -4.571
O -2.948 3.933 -3.677
H -0.452 2.989 -3.369
H -1.050 3.430 -1.757
H 0.150 4.428 -2.542
H -2.130 5.391 -2.488
H -0.934 4.735 -5.266
H -0.681 6.295 -4.351
H -2.194 5.989 -5.023
H -2.660 3.114 -4.117
C 2.237 5.055 1.874
C 1.868 4.180 3.069
C 1.978 2.693 2.709
O 2.695 4.430 4.204
H 2.106 6.125 2.034
H 1.727 4.705 0.978
H 3.309 4.908 1.707
H 0.819 4.334 3.347
H 1.308 2.124 3.355
H 3.003 2.329 2.753
H 1.598 2.494 1.708
H 2.400 5.285 4.539
C 3.469 -3.771 3.886
C 2.370 -2.754 4.074
C 2.973 -1.332 4.251
O 1.544 -2.711 2.907
H 4.026 -3.947 4.816
H 4.288 -3.411 3.255
H 3.120 -4.742 3.539
H 1.779 -2.986 4.957
H 3.665 -1.160 3.428
H 3.463 -1.285 5.223
H 2.153 -0.619 4.193
H 2.151 -2.725 2.150
C 5.874 -1.745 0.565
C 4.515 -1.055 0.414
C 4.333 -0.552 -1.022
O 3.506 -2.042 0.675
H 6.129 -1.930 1.611
H 6.618 -1.007 0.256
H 5.844 -2.662 -0.014
H 4.368 -0.223 1.112
H 5.241 -0.126 -1.456
H 3.667 0.323 -0.984
H 3.859 -1.245 -1.711
H 2.681 -1.786 0.245
C -3.306 -4.510 0.903
C -4.653 -4.464 1.624
C -5.300 -5.832 1.810
O -4.524 -3.864 2.916
H -2.536 -4.789 1.626
H -3.058 -3.506 0.555
H -3.334 -5.175 0.041
H -5.284 -3.797 1.033
H -5.426 -6.266 0.813
H -6.235 -5.703 2.345
H -4.622 -6.489 2.356
H -3.690 -4.085 3.339
C -0.420 0.444 1.125
C -0.518 -0.737 0.159
C -0.748 -0.300 -1.270
O 0.698 -1.499 0.242
H -1.052 1.279 0.820
H 0.594 0.835 1.031
H -0.568 0.156 2.164
H -1.334 -1.410 0.452
H -1.473 0.515 -1.320
H -1.067 -1.129 -1.898
H 0.151 0.169 -1.682
H 0.809 -1.683 1.185
*
```